1.
Below is C37H40MnO2P2 as an isolated structure at a distorted geometry, with properties calculated with ωB97M-V with the def2-TZVPD basis set.

- ⟨S²⟩: 8.841
- LUMO (alpha / beta): 0.00 / -0.05 eV
- Energy: -3417.79047 a.u.
- 2S+1: 6
- Orbital gap (alpha / beta): 5.0 / 5.1 eV
- Total charge: 0

CARTESIAN COORDINATES (ANGSTROEM)
1 Mn -0.7179 1.0290 -1.6682
2 C -1.8007 0.9935 -5.7387
3 C -1.8941 -0.3172 -5.5293
4 C -1.3471 -1.3413 -6.5002
5 C 0.0444 -1.0104 -7.0716
6 C 0.9756 -0.1895 -6.2224
7 C 1.0701 1.1436 -6.2543
8 C 0.1481 2.0751 -6.9772
9 C -1.3217 1.6270 -7.0111
10 C 1.6052 0.1231 -0.0788
11 H -2.2324 1.7336 -5.0811
12 H -2.5692 -0.7594 -4.7849
13 H -2.0490 -1.4256 -7.3531
14 H -1.3242 -2.3379 -6.0272
15 H 0.5557 -1.9731 -7.2333
16 H -0.0795 -0.5375 -8.0594
17 H 1.7669 -0.7742 -5.7559
18 H 2.0086 1.6214 -5.9907
19 H 0.5045 2.1991 -8.0210
20 H 0.2081 3.0846 -6.5324
21 H -1.9240 2.5332 -7.1745
22 H -1.4890 0.9480 -7.8534
23 H 0.8593 0.9170 0.0772
24 H 2.5107 0.3485 0.5060
25 H 1.1905 -0.8397 0.2439
26 P -1.7457 -0.9160 -2.4617
27 P 2.0976 0.0241 -1.7926
28 C -0.1637 -1.3204 -3.1511
29 C 1.0967 -0.7434 -3.0495
30 C -2.7014 -2.3444 -2.0321
31 C -2.7380 -3.4112 -2.9616
32 C -3.4797 -4.5497 -2.6692
33 C -4.1489 -4.6580 -1.4423
34 C -4.1296 -3.5997 -0.5303
35 C -3.4427 -2.4249 -0.8337
36 C -2.7792 0.5616 -2.8325
37 C -2.2041 1.9039 -2.9247
38 C -3.0604 3.0370 -2.8415
39 C -4.4374 2.8751 -2.7783
40 C -4.9856 1.5861 -2.7385
41 C -4.1749 0.4559 -2.7416
42 C 3.5508 -1.0306 -1.6605
43 C 3.3030 -2.3577 -1.2778
44 C 4.3794 -3.1794 -0.9641
45 C 5.6849 -2.6938 -1.0924
46 C 5.9143 -1.3932 -1.5689
47 C 4.8454 -0.5544 -1.8737
48 C 2.4864 1.7388 -2.2306
49 C 2.5564 2.7805 -1.2838
50 C 2.8401 4.0845 -1.7009
51 C 3.0204 4.3766 -3.0564
52 C 2.9114 3.3483 -4.0007
53 C 2.6657 2.0376 -3.5831
54 H -0.2218 -2.1616 -3.8513
55 H 1.7556 -0.9294 -3.9143
56 H -2.1977 -3.3103 -3.9041
57 H -3.5334 -5.3618 -3.3929
58 H -4.7017 -5.5646 -1.2061
59 H -4.6572 -3.6860 0.4208
60 H -3.4802 -1.5593 -0.1677
61 H -1.1695 2.0670 -3.3608
62 H -2.6251 4.0413 -2.8327
63 H -5.1033 3.7422 -2.7742
64 H -6.0623 1.4657 -2.7082
65 H -4.6176 -0.5333 -2.6771
66 H 2.2712 -2.7244 -1.2386
67 H 4.1897 -4.2000 -0.6243
68 H 6.5236 -3.3380 -0.8448
69 H 6.9310 -1.0348 -1.7044
70 H 4.9870 0.4494 -2.2778
71 H 2.3997 2.5600 -0.2267
72 H 2.9296 4.8775 -0.9589
73 H 3.2618 5.3938 -3.3735
74 H 3.0396 3.5727 -5.0565
75 H 2.6043 1.2295 -4.3071
76 C -1.1690 -0.9865 2.4221
77 C -1.8764 -0.2494 1.2930
78 O -3.0629 0.0776 1.4616
79 O -1.2014 -0.0676 0.1749
80 H -1.8124 -0.9891 3.3027
81 H -0.2215 -0.5048 2.7008
82 H -0.9879 -2.0441 2.1604

---

2.
Below is a 20-piece molecular cluster, H40O20 overall at a distorted geometry, with properties calculated with ωB97M-V with the def2-TZVPD basis set.

- LUMO: -0.50 eV
- Energy: -1528.60267 a.u.
- 2S+1: 1
- Orbital gap: 9.7 eV
- Total charge: 0

CARTESIAN COORDINATES (ANGSTROEM)
1 O 0.8337 1.2976 4.8327
2 H 1.2044 1.2892 4.0255
3 H 0.7592 2.1242 5.3431
4 O 4.6854 -1.0917 2.2649
5 H 3.8296 -1.1563 1.8994
6 H 4.4001 -0.6286 3.0809
7 O 3.3716 -3.6797 0.4168
8 H 2.5587 -3.7395 -0.1114
9 H 4.0326 -4.1582 -0.2115
10 O -0.4672 5.0945 -3.5285
11 H -0.9134 4.2318 -3.3180
12 H -0.6520 5.5823 -2.7688
13 O -1.1853 -1.7971 4.4110
14 H -0.9827 -2.6880 4.6773
15 H -0.7127 -1.1254 4.9762
16 O 1.1683 2.6095 -3.7936
17 H 1.1954 2.3520 -4.7081
18 H 0.9567 3.5236 -3.5534
19 O -0.8873 -4.1786 -0.0544
20 H -0.8652 -3.3918 -0.5843
21 H -0.1303 -4.4260 0.3327
22 O 3.3724 2.2733 -2.2260
23 H 2.9003 2.5289 -3.0373
24 H 3.0324 1.3849 -2.3063
25 O 1.8649 -2.8075 4.3984
26 H 1.6352 -3.5753 4.7860
27 H 1.7399 -3.0288 3.4576
28 O 2.0029 -0.4852 -0.2879
29 H 2.3069 -0.2677 -1.1867
30 H 1.9678 -1.5059 -0.4358
31 O -5.0136 1.3740 2.2220
32 H -4.5955 0.9833 1.5617
33 H -5.2175 2.1813 1.6988
34 O 0.6261 1.6920 0.6192
35 H -0.0009 0.9924 0.2777
36 H 1.4732 1.4024 0.0979
37 O -1.2586 -2.9742 -2.4865
38 H -1.0696 -2.7707 -3.3726
39 H -2.2416 -3.0371 -2.4883
40 O -2.3906 -0.4989 -2.8153
41 H -2.0302 -1.0317 -3.4385
42 H -2.2632 0.3619 -3.0094
43 O -2.9231 3.3099 -2.5542
44 H -2.8527 4.2442 -2.8610
45 H -2.5369 3.6185 -1.6588
46 O -3.4613 0.3514 0.4495
47 H -3.0031 0.4528 -0.3613
48 H -2.6829 0.3091 1.2298
49 O -2.8311 -2.0592 1.7396
50 H -2.5334 -2.4285 0.9150
51 H -2.1880 -1.8962 2.4435
52 O 0.4722 -1.7972 1.7553
53 H 1.0293 -1.1182 1.8654
54 H -0.2517 -1.5305 2.3934
55 O 0.0545 5.0698 -0.7504
56 H 0.4157 4.5586 0.0393
57 H 0.6879 5.8610 -0.6471
58 O 1.7132 -1.7446 -4.0954
59 H 2.0217 -2.6536 -4.2337
60 H 1.5991 -1.4903 -4.9450

---

- What is the total charge in the first record?
  0